Here is 7 unconnected molecules or ions with the total composition C30H44F18NO12 at a distorted geometry from OMol25. Energies are from the ωB97M-V functional and the def2-TZVPD basis.

* highest occupied orbital energy: -12.302 eV
* E_LUMO: -2.896 eV
* frontier orbital gap: 0.346 Eh

Structure (ORCA input):
```
! RIJCOSX wB97M-V def2-TZVPD def2/J DEFGRID3
* xyz 1 1
C -0.342 0.295 -0.550
C -0.195 1.735 -1.084
C -1.447 2.383 -1.666
C -2.540 1.470 -2.246
C -3.561 1.294 -1.060
C -2.974 2.145 0.085
N -2.259 3.200 -0.690
H -1.372 -0.036 -0.440
H 0.124 0.222 0.430
H 0.151 -0.416 -1.210
H 0.540 1.749 -1.885
H 0.171 2.380 -0.279
H -1.187 3.064 -2.478
H -3.016 1.973 -3.082
H -2.150 0.493 -2.514
H -3.714 0.281 -0.706
H -4.464 1.822 -1.361
H -2.247 1.646 0.721
H -3.755 2.506 0.751
H -2.968 3.746 -1.184
H -1.696 3.858 -0.151
C 1.402 -2.479 5.003
C 2.276 -1.361 4.478
O 3.022 -1.763 3.308
C 2.348 -1.753 2.177
O 1.199 -1.444 2.027
C 3.270 -2.154 1.010
F 3.974 -3.244 1.299
F 4.123 -1.157 0.739
F 2.555 -2.391 -0.088
H 2.002 -3.366 5.206
H 0.909 -2.167 5.922
H 0.638 -2.757 4.278
H 3.024 -1.089 5.219
H 1.699 -0.468 4.247
C 2.557 6.657 1.398
C 1.814 5.387 1.049
O 2.231 4.280 1.876
C 1.721 4.240 3.099
O 0.938 5.007 3.576
C 2.263 3.004 3.843
F 3.581 2.888 3.695
F 1.688 1.891 3.350
F 1.988 3.069 5.136
H 3.633 6.494 1.335
H 2.280 7.455 0.711
H 2.328 6.981 2.412
H 2.042 5.082 0.029
H 0.734 5.519 1.131
C -4.780 4.422 3.270
C -6.059 4.486 2.462
O -6.654 5.791 2.523
C -6.096 6.696 1.731
O -5.175 6.514 0.985
C -6.835 8.042 1.863
F -7.022 8.357 3.144
F -8.027 7.957 1.266
F -6.137 9.008 1.283
H -4.961 4.714 4.303
H -4.377 3.408 3.261
H -4.026 5.097 2.866
H -6.800 3.801 2.866
H -5.896 4.216 1.417
C -3.919 6.678 -5.442
C -3.250 5.510 -6.131
O -1.817 5.688 -6.206
C -1.122 5.431 -5.123
O -1.537 5.048 -4.061
C 0.379 5.653 -5.399
F 0.589 6.811 -6.015
F 0.843 4.666 -6.169
F 1.060 5.649 -4.255
H -3.658 7.612 -5.938
H -5.001 6.557 -5.469
H -3.607 6.758 -4.401
H -3.580 5.436 -7.164
H -3.474 4.562 -5.642
C 6.048 -6.012 0.430
C 5.277 -7.238 -0.013
O 5.669 -8.407 0.736
C 5.151 -8.514 1.948
O 4.396 -7.753 2.479
C 5.633 -9.823 2.603
F 6.951 -9.978 2.463
F 5.025 -10.869 2.029
F 5.344 -9.832 3.898
H 7.122 -6.188 0.361
H 5.788 -5.160 -0.198
H 5.822 -5.758 1.465
H 5.502 -7.468 -1.050
H 4.208 -7.087 0.077
C -0.231 -11.164 -2.464
C -0.411 -9.993 -1.525
O 0.795 -9.204 -1.423
C 1.032 -8.368 -2.419
O 0.358 -8.183 -3.388
C 2.334 -7.595 -2.136
F 3.312 -8.423 -1.748
F 2.129 -6.694 -1.162
F 2.748 -6.943 -3.215
H 0.620 -11.772 -2.155
H -1.126 -11.785 -2.464
H -0.046 -10.828 -3.483
H -0.608 -10.341 -0.513
H -1.241 -9.355 -1.826
*
```

Here are the Löwdin charges for atoms 1 to 99, given in e: -0.0644, -0.1544, -0.2698, -0.0947, -0.1132, -0.1103, 0.1081, 0.0621, 0.0636, 0.0881, 0.1241, 0.1099, 0.1298, 0.1150, 0.1213, 0.1209, 0.1146, 0.1263, 0.1194, 0.1875, 0.1851, -0.0524, -0.1883, 0.0510, -0.3996, 0.1445, -0.5505, 0.1785, 0.1699, 0.1659, 0.0883, 0.0860, 0.0765, 0.1302, 0.1052, -0.0507, -0.2065, 0.0267, -0.4024, 0.1745, -0.5506, 0.1820, 0.1495, 0.1866, 0.0904, 0.0874, 0.0821, 0.1222, 0.1145, -0.0602, -0.2020, 0.0453, -0.3929, 0.1468, -0.5596, 0.1815, 0.1774, 0.1824, 0.0902, 0.0749, 0.0742, 0.1302, 0.1118, -0.0545, -0.1816, 0.0534, -0.3992, 0.1265, -0.5578, 0.1877, 0.1785, 0.1674, 0.0896, 0.0870, 0.0740, 0.1302, 0.1202, -0.0514, -0.2026, 0.0453, -0.3996, 0.1684, -0.5538, 0.1711, 0.1682, 0.1757, 0.0855, 0.0797, 0.0753, 0.1226, 0.0997, -0.0576, -0.1896, 0.0359, -0.4047, 0.1730, -0.5407, 0.1604, 0.1597